Record 1
The following is a quantum chemistry calculation of C3H6INO4PS as an isolated structure, from the Open Molecules 2025 dataset.

The geometry in ORCA input format:
```
! RIJCOSX wB97M-V def2-TZVPD def2/J DEFGRID3
* xyz -1 1
C 1.903 0.238 0.080
C 1.405 -1.977 -0.583
C 1.206 1.484 0.540
N -3.678 1.420 -0.459
O -1.160 -0.008 1.525
O 3.075 0.132 -0.193
O -1.446 -1.022 -0.881
O 1.015 -0.744 -0.022
P -1.281 0.082 0.064
S -0.142 1.785 -0.651
I -4.493 -0.247 0.365
H 0.475 -2.469 -0.869
H 1.949 -2.573 0.153
H 2.043 -1.810 -1.455
H 1.879 2.338 0.550
H 0.749 1.320 1.517
H -3.495 2.052 0.322
*
```

Calculated values
E: -41114.6207 eV
Molar mass: 310.0 g mol⁻¹
Relative energy (zero: lowest compared OMol25 entry of this formula, charge and spin): 0.0 kcal/mol
HOMO energy (spin up / spin down): -3.6 / -3.6 eV
HOMO-LUMO gap (spin up / spin down): 6.58 / 6.58 eV

In the natural (NBO) picture, each atom carries the following charge in e: 0.7978, -0.2587, -0.6433, -1.1297, -1.1018, -0.6127, -1.0934, -0.5196, 2.1106, -0.0882, 0.1160, 0.2311, 0.1779, 0.1910, 0.2372, 0.2750, 0.3108

---

Record 2
The following is a quantum chemistry calculation of a 12-piece molecular cluster, C35H73Cl22NO2P overall, from the Open Molecules 2025 dataset.

The geometry in ORCA input format:
```
! RIJCOSX wB97M-V def2-TZVPD def2/J DEFGRID3
* xyz -1 1
C 0.663 3.189 5.201
C -0.448 3.718 4.650
P -0.464 4.972 3.208
N -0.277 3.552 2.110
C 1.072 3.362 1.621
C 1.113 2.178 0.650
O -2.191 4.829 3.000
C -2.608 5.102 1.686
C -3.991 5.741 1.615
C -4.869 5.151 0.485
C -5.322 6.151 -0.595
C -4.949 5.754 -2.040
C -3.550 5.124 -2.228
C -3.610 3.753 -2.926
C -3.726 2.582 -1.926
C -3.059 1.273 -2.412
C -2.149 0.681 -1.328
C -1.137 -0.329 -1.882
C -0.416 -1.062 -0.728
C 1.028 -1.389 -1.128
C 1.656 -2.419 -0.176
C 1.866 -1.878 1.253
C -1.435 5.803 0.933
C -1.751 7.045 0.101
C -0.841 7.175 -1.126
C -1.382 8.203 -2.130
C 0.581 7.578 -0.675
O -0.403 6.043 1.850
H 1.551 3.780 5.412
H 0.708 2.132 5.465
H -1.421 3.380 5.009
H 0.949 5.164 3.410
H -0.655 6.086 4.118
H -0.604 2.705 2.556
H 1.790 3.176 2.437
H 1.352 4.289 1.120
H 2.135 1.837 0.494
H 0.649 2.455 -0.298
H 0.511 1.371 1.072
H -2.668 4.108 1.213
H -4.477 5.559 2.574
H -3.925 6.828 1.532
H -4.368 4.288 0.058
H -5.763 4.769 0.981
H -6.413 6.199 -0.556
H -4.993 7.164 -0.360
H -4.974 6.670 -2.635
H -5.735 5.120 -2.452
H -2.956 5.764 -2.882
H -3.002 5.041 -1.293
H -2.709 3.582 -3.519
H -4.453 3.745 -3.619
H -3.195 2.892 -1.027
H -4.772 2.398 -1.680
H -3.842 0.538 -2.602
H -2.451 1.461 -3.297
H -1.571 1.473 -0.843
H -2.751 0.216 -0.544
H -0.389 0.190 -2.477
H -1.710 -1.060 -2.458
H -0.916 -2.025 -0.594
H -0.476 -0.486 0.192
H 1.646 -0.492 -1.183
H 0.961 -1.893 -2.098
H 0.950 -3.250 -0.121
H 2.606 -2.790 -0.565
H 1.522 -2.619 1.974
H 1.272 -0.985 1.435
H 2.908 -1.620 1.425
H -1.014 5.083 0.213
H -2.775 7.003 -0.276
H -1.666 7.950 0.708
H -0.742 6.209 -1.623
H -0.912 9.179 -2.013
H -1.136 7.865 -3.140
H -2.468 8.291 -2.091
H 1.130 6.688 -0.375
H 1.097 8.043 -1.518
H 0.542 8.275 0.158
C 5.979 -0.312 0.296
Cl 4.583 0.761 0.259
Cl 6.019 -1.320 1.752
H 5.941 -0.963 -0.571
H 6.879 0.290 0.279
C -4.106 2.942 4.552
Cl -3.936 3.034 6.313
Cl -5.282 1.702 4.067
H -4.442 3.904 4.187
H -3.143 2.702 4.121
C 6.209 -5.166 1.892
Cl 7.404 -6.304 2.537
Cl 6.504 -4.821 0.188
H 5.224 -5.607 1.994
H 6.273 -4.240 2.453
C -0.862 -5.728 0.525
Cl 0.652 -5.393 1.389
Cl -2.134 -4.586 0.970
H -0.679 -5.647 -0.538
H -1.183 -6.724 0.786
C 10.039 -4.856 4.278
Cl 11.564 -4.478 5.092
Cl 8.769 -3.696 4.677
H 10.202 -4.833 3.208
H 9.715 -5.841 4.591
C 2.651 -0.756 -4.519
Cl 4.074 -0.358 -3.553
Cl 1.401 0.487 -4.397
H 2.952 -0.849 -5.555
H 2.241 -1.689 -4.158
C -3.796 -8.352 -0.245
Cl -2.517 -7.691 -1.276
Cl -3.301 -8.440 1.450
H -4.665 -7.711 -0.319
H -4.033 -9.352 -0.586
C 5.620 -9.321 0.756
Cl 4.201 -8.271 0.793
Cl 5.703 -10.381 2.168
H 5.570 -9.936 -0.135
H 6.507 -8.698 0.739
C 1.028 -8.335 -3.510
Cl 0.116 -7.455 -4.743
Cl 0.984 -7.521 -1.945
H 0.594 -9.321 -3.398
H 2.060 -8.409 -3.831
C 5.159 -3.928 -6.152
Cl 5.902 -2.418 -5.601
Cl 3.488 -4.129 -5.618
H 5.175 -3.942 -7.236
H 5.738 -4.754 -5.756
C -6.146 -11.525 1.202
Cl -4.557 -11.893 0.519
Cl -6.766 -9.967 0.642
H -6.839 -12.301 0.899
H -6.058 -11.494 2.282
*
```

Calculated values
E: -327846.0076 eV
Molar mass: 1350.9 g mol⁻¹
HOMO energy: -4.1 eV
HOMO-LUMO gap: 5.31 eV

Results of the Mulliken charge analysis, in e, for atoms 1 through 99: -0.8595, -0.0095, -0.8031, -0.1488, -0.6167, 0.2118, -0.2922, 1.1559, -1.5887, -0.2739, -1.0486, -1.3055, 1.3373, -1.5616, 0.9505, -1.1135, -0.0661, -0.1803, -0.5256, -0.1588, 0.0927, -0.5845, 0.7771, -0.5383, 1.0400, -1.8349, -1.5439, -0.2801, 0.3217, 0.2250, 0.0408, 0.1111, -0.0315, 0.3750, 0.3833, 0.1969, -0.5072, 0.2049, 0.0560, -0.2127, 0.3748, 0.4675, 0.0790, 0.6126, 0.4128, 0.3976, 0.2828, 0.5124, 0.3542, -0.8248, 0.5174, 0.2627, -0.5554, 0.4739, 0.2288, 0.3887, -0.0302, 0.2692, -0.3653, 0.4146, 0.1148, 0.4686, 0.2767, 0.0208, -0.4108, 0.4178, 0.2631, 0.1040, 0.0184, -0.2961, -0.6593, 0.5765, 0.3291, 0.5116, 0.3481, 0.3000, 0.2249, 0.5238, 0.2654, -0.3430, -0.1123, -0.1508, 0.1559, 0.3824, 0.6803, -0.2077, -0.2240, -0.0614, -0.1826, 0.0017, -0.1946, -0.1397, 0.2124, 0.1212, -0.2355, -0.1480, -0.1627, 0.1339, 0.3502

---

Record 3
The following is a quantum chemistry calculation of the molecule C4H6N2O, from the Open Molecules 2025 dataset.

The geometry in ORCA input format:
```
! RIJCOSX wB97M-V def2-TZVPD def2/J DEFGRID3
* xyz 0 1
C -2.318 0.290 -0.100
O -1.436 -0.135 0.987
C -0.029 -0.098 0.659
N -0.320 1.075 1.110
N 2.228 0.910 -0.257
C 2.072 -0.361 -0.346
C 0.841 -0.983 0.124
H -3.106 -0.457 -0.224
H -2.726 1.243 0.234
H -1.749 0.405 -1.026
H 3.107 1.201 -0.680
H 2.812 -1.033 -0.806
H 0.632 -2.046 0.068
*
```

Calculated values
E: -9267.4695 eV
Molar mass: 98.1 g mol⁻¹
Relative energy (zero: lowest compared OMol25 entry of this formula, charge and spin): 139.1 kcal/mol
HOMO energy: -8.1 eV
HOMO-LUMO gap: 8.74 eV

In the natural (NBO) picture, each atom carries the following charge in e: -0.2533, -0.3241, 0.4636, -0.1404, -0.6865, 0.1161, -0.5460, 0.2024, 0.2124, 0.2112, 0.3396, 0.1608, 0.2442

---

Record 4
The following is a quantum chemistry calculation of C46H40BIN2O4P2Ti as an isolated structure, from the Open Molecules 2025 dataset.

The geometry in ORCA input format:
```
! RIJCOSX wB97M-V def2-TZVPD def2/J DEFGRID3
* xyz 1 2
Ti 0.003 -1.285 0.078
C 3.848 -0.334 2.446
C 3.361 -1.743 2.508
N 4.086 -2.624 3.173
C 3.669 -3.879 3.307
C 2.446 -4.347 2.854
C 2.085 -5.791 3.113
O 2.497 -6.238 4.383
C 1.637 -3.423 2.147
C 0.221 -3.681 1.906
N -0.571 -2.878 1.267
C -1.991 -2.904 1.461
C -2.480 -2.963 2.756
C -3.847 -2.842 2.960
C -4.711 -2.662 1.891
C -4.210 -2.620 0.598
C -2.836 -2.727 0.357
I -1.304 0.686 1.322
C 2.159 -2.136 1.897
O 1.492 -1.274 1.135
H 4.931 -0.330 2.334
H 3.608 0.174 3.383
H 3.394 0.222 1.628
H 4.335 -4.545 3.840
H 2.616 -6.426 2.396
H 1.018 -5.989 2.953
H 2.040 -5.730 5.062
H -0.209 -4.567 2.369
H -1.808 -3.045 3.598
H -4.239 -2.872 3.967
H -5.771 -2.559 2.064
H -4.889 -2.507 -0.236
C 0.397 2.778 -1.365
C 1.663 1.890 -1.278
P 1.465 0.133 -1.793
C 3.106 -0.591 -1.439
C 3.217 -1.980 -1.387
C 4.426 -2.595 -1.113
C 5.556 -1.824 -0.877
C 5.463 -0.443 -0.920
C 4.250 0.170 -1.199
C 1.468 0.215 -3.619
C 2.634 0.611 -4.274
C 2.667 0.713 -5.653
C 1.531 0.419 -6.397
C 0.369 0.024 -5.758
C 0.337 -0.075 -4.376
P -1.081 2.086 -2.248
C -2.452 2.795 -1.283
C -3.554 1.995 -1.002
C -4.630 2.497 -0.287
C -4.610 3.807 0.160
C -3.519 4.620 -0.117
C -2.452 4.119 -0.840
C -1.131 3.085 -3.764
C 0.045 3.533 -4.356
C 0.017 4.202 -5.569
C -1.192 4.432 -6.207
C -2.370 3.987 -5.625
C -2.342 3.317 -4.415
H 0.686 3.735 -1.808
H 0.023 2.988 -0.363
H 2.040 1.895 -0.249
H 2.461 2.291 -1.911
H 2.340 -2.613 -1.542
H 4.485 -3.674 -1.077
H 6.501 -2.297 -0.655
H 6.337 0.165 -0.730
H 4.209 1.249 -1.212
H 3.534 0.827 -3.710
H 3.577 1.022 -6.148
H 1.554 0.505 -7.474
H -0.520 -0.194 -6.332
H -0.587 -0.338 -3.879
H -3.563 0.962 -1.339
H -5.480 1.865 -0.075
H -5.445 4.200 0.721
H -3.506 5.644 0.225
H -1.615 4.767 -1.066
H 0.999 3.351 -3.879
H 0.942 4.545 -6.013
H -1.217 4.962 -7.148
H -3.318 4.168 -6.114
H -3.270 2.982 -3.969
O -2.992 -3.472 -2.120
B -2.337 -2.844 -1.099
O -1.007 -2.518 -1.475
C -0.850 -3.084 -2.753
C 0.272 -3.151 -3.541
C 0.104 -3.787 -4.771
C -1.121 -4.315 -5.161
C -2.244 -4.247 -4.343
C -2.070 -3.623 -3.127
H 1.223 -2.721 -3.257
H 0.953 -3.859 -5.434
H -1.199 -4.797 -6.125
H -3.196 -4.666 -4.628
*
```

Calculated values
E: -109991.9115 eV
Molar mass: 932.4 g mol⁻¹
⟨S²⟩: 0.7562
HOMO energy (spin up / spin down): -10.1 / -10.2 eV
HOMO-LUMO gap (spin up / spin down): 6.67 / 6.51 eV

In the natural (NBO) picture, each atom carries the following charge in e: 1.4296, -0.6377, 0.1909, -0.3628, 0.0143, -0.0296, -0.0871, -0.6924, -0.1761, 0.2005, -0.6010, 0.1363, -0.2203, -0.1469, -0.2051, -0.1261, -0.3787, -0.3496, 0.3294, -0.8081, 0.2401, 0.2396, 0.2235, 0.2195, 0.2088, 0.1621, 0.4706, 0.2071, 0.2302, 0.2323, 0.2332, 0.2282, -0.7294, -0.6941, 0.8169, -0.3553, -0.2036, -0.1921, -0.1908, -0.2147, -0.1502, -0.3561, -0.2024, -0.2064, -0.1969, -0.1511, -0.2072, 0.8500, -0.3695, -0.1865, -0.2163, -0.1895, -0.2250, -0.1366, -0.3605, -0.2271, -0.1915, -0.2088, -0.2187, -0.1456, 0.2422, 0.2650, 0.2524, 0.2290, 0.1943, 0.2230, 0.2289, 0.2267, 0.2099, 0.2201, 0.2253, 0.2245, 0.2161, 0.2276, 0.2090, 0.2157, 0.2201, 0.2207, 0.2044, 0.2047, 0.2164, 0.2202, 0.2193, 0.2103, -0.6067, 1.1197, -0.7346, 0.2555, -0.2449, -0.1984, -0.1895, -0.2165, 0.2185, 0.2440, 0.2336, 0.2333, 0.2445